No. 1
Entry from the Open Molecules 2025 dataset: 4 unconnected molecules or ions with the total composition C23H43BrClFO16S4 in a non-equilibrium geometry (wB97M-V/def2-TZVPD).

Structure (XYZ):
```
89
Properties=species:S:1:pos:R:3:forces:R:3
C -1.22573 -3.39019 -3.81464 -0.082 -0.116 0.184
O -0.04419 -4.15157 -3.96165 -0.017 0.351 -0.149
C 0.86888 -4.01735 -2.89257 0.386 -0.320 0.156
C 0.49088 -4.85459 -1.66710 -0.423 0.202 -0.156
C -0.29889 -4.10730 -0.57205 0.305 -0.857 0.282
C 0.58248 -3.58646 0.57517 0.555 0.459 -0.495
C 0.74625 -2.05218 0.57906 -0.114 -1.071 0.169
C 1.93441 -1.66475 1.45167 -0.133 0.367 -0.118
C 2.28330 -0.17163 1.53552 -0.072 -0.117 -0.516
C 1.19159 0.70718 2.12752 -0.858 -0.630 0.460
C 0.39997 0.08182 3.27081 0.689 1.010 0.565
C -0.58085 1.10319 3.87520 -0.459 -0.404 -0.308
C -1.97210 0.53312 4.13627 0.614 0.739 0.078
Br -2.77478 -0.03480 2.45460 -0.076 -0.174 0.131
O 1.71824 1.95794 2.66495 0.291 0.022 -0.787
S 2.97618 2.62352 1.96147 1.097 0.568 0.778
O 2.70471 4.01908 1.81475 -0.442 -0.091 -0.265
O 4.13770 2.29412 2.73902 -0.161 -0.422 0.000
C 3.24740 1.83908 0.35171 -0.416 -0.418 -0.921
C 2.93132 2.76173 -0.82983 0.055 0.871 0.502
C 1.52712 3.39673 -0.81470 -0.070 -0.448 -0.300
C 0.98928 3.49644 -2.23267 0.487 -0.011 0.330
Cl -0.71919 4.02422 -2.19565 0.094 0.073 -0.263
C 2.62879 0.43629 0.18062 0.401 0.007 0.590
F 1.50680 0.51165 -0.63159 -0.111 -0.022 -0.119
H -1.03745 -2.47970 -3.23945 0.014 0.101 -0.060
H -1.59023 -3.11468 -4.80183 0.032 -0.046 -0.081
H -2.00578 -3.95813 -3.29910 -0.022 -0.019 0.053
H 1.82678 -4.34935 -3.29473 0.003 -0.062 -0.041
H 0.99520 -2.96315 -2.61407 -0.111 0.088 -0.061
H 1.37669 -5.32902 -1.24237 0.063 0.052 0.058
H -0.14013 -5.66519 -2.04024 0.072 -0.069 -0.076
H -0.99660 -4.84494 -0.17897 -0.038 0.399 0.098
H -0.87949 -3.31505 -1.04374 -0.127 0.108 0.199
H 1.59041 -3.98771 0.42211 0.003 -0.148 0.119
H 0.26624 -3.95394 1.55198 -0.193 0.080 0.023
H -0.19557 -1.63779 0.94123 0.028 0.384 -0.147
H 0.89441 -1.77134 -0.46142 -0.017 0.345 0.031
H 2.82669 -2.17419 1.07830 0.013 -0.053 -0.048
H 1.77290 -2.04842 2.46056 0.031 0.007 0.062
H 3.21510 -0.09868 2.10494 -0.163 0.121 0.331
H 0.46281 0.97032 1.35711 0.116 0.089 -0.129
H -0.12571 -0.80514 2.93805 0.064 -0.120 -0.084
H 1.13575 -0.16210 4.04196 -0.107 -0.422 0.014
H -0.72328 1.94885 3.20125 0.170 0.078 0.000
H -0.19772 1.49196 4.81837 -0.001 0.061 0.022
H -2.57955 1.35524 4.49787 -0.315 -0.234 0.081
H -1.95088 -0.27258 4.86203 -0.248 -0.218 -0.178
H 4.32252 1.66889 0.35281 0.071 0.159 0.356
H 3.11576 2.23330 -1.76514 -0.040 -0.235 0.056
H 3.66108 3.57225 -0.78759 0.044 -0.010 -0.138
H 0.83643 2.78250 -0.23717 -0.024 0.038 0.073
H 1.56000 4.38085 -0.35862 -0.038 0.010 0.066
H 1.59223 4.20680 -2.79568 -0.268 0.152 -0.166
H 1.06095 2.54008 -2.74378 -0.292 -0.057 -0.013
H 3.35095 -0.20452 -0.32817 -0.019 0.057 -0.210
C -4.34117 -8.50980 -2.31384 -0.279 -0.049 -0.192
C -3.55449 -7.76076 -3.37016 0.342 -0.162 0.064
O -3.81986 -6.38058 -3.08610 -0.262 -0.046 0.062
S -3.99621 -6.17456 -1.50974 0.089 -0.195 -0.151
O -2.76495 -5.73072 -0.95774 -0.334 -0.112 0.019
O -5.20308 -5.47112 -1.28314 0.002 0.137 0.020
O -4.18637 -7.71726 -1.12829 0.205 0.065 -0.079
H -5.40274 -8.55949 -2.56236 0.012 0.001 -0.020
H -3.95964 -9.51134 -2.13690 0.066 0.055 0.179
H -3.87324 -7.99536 -4.38134 -0.084 0.189 -0.021
H -2.48104 -7.93547 -3.27385 -0.012 -0.028 -0.001
C 0.41305 5.83740 -6.32682 -0.213 -0.049 0.334
C 1.52972 6.71162 -5.79517 0.033 0.223 -0.297
O 2.53998 5.77767 -5.38737 -0.207 -0.176 0.111
S 2.51890 4.50195 -6.35573 -0.306 0.221 0.088
O 3.51591 4.65770 -7.34975 0.051 -0.206 -0.067
O 2.43306 3.33841 -5.54934 0.247 -0.059 0.038
O 1.09071 4.77787 -7.01955 0.200 0.214 -0.085
H -0.17628 5.40206 -5.51714 0.011 0.018 0.009
H -0.24235 6.36382 -7.01468 0.073 -0.106 -0.153
H 1.22444 7.31671 -4.94657 0.110 -0.122 0.130
H 1.94528 7.35330 -6.57459 -0.029 0.005 -0.001
C -1.80261 4.88016 6.60473 -0.172 0.293 0.091
C -1.27659 4.54986 7.98666 0.355 -0.099 -0.102
O -2.22712 3.60891 8.50930 -0.206 0.163 -0.161
S -2.80501 2.71011 7.32051 0.208 0.249 0.022
O -2.08458 1.48850 7.26665 -0.104 -0.137 -0.090
O -4.21885 2.74038 7.37697 -0.063 -0.155 0.095
O -2.30124 3.62909 6.10946 0.179 -0.119 0.115
H -2.62992 5.59056 6.64786 0.011 0.001 0.016
H -1.03096 5.25659 5.93917 -0.003 -0.172 -0.104
H -1.22352 5.41747 8.63738 -0.161 -0.072 0.114
H -0.29931 4.06567 7.93904 0.003 0.027 -0.018
```
Positions in Å, forces in eV/Å.

ΔE to the lowest compared entry with this formula, charge and spin	7.8	kcal per mole
DFT total energy	-185928.4249	eV
HOMO-LUMO gap	9.92	eV
SMILES	COCCCCCC[C@H]1[C@@H](F)[C@@H](CCCCl)S(=O)(=O)O[C@@H]1CCCBr.O=S1(=O)OCCO1.O=S1(=O)OCCO1.O=S1(=O)OCCO1

Results of the Mulliken charge analysis, in e, for atoms 1 through 5: C -0.439; O -0.441; C -0.408; C -0.728; C -0.214

---

No. 2
Entry from the Open Molecules 2025 dataset: a molecular structure, C23H43Cl2N4O7SiZn in a non-equilibrium geometry (wB97M-V/def2-TZVPD).

Structure (XYZ):
```
81
Properties=species:S:1:pos:R:3:forces:R:3
C -1.49950 0.94695 -7.86146 0.082 0.223 0.059
C -2.38757 -0.08827 -8.47824 -0.160 -0.641 -1.038
H -0.59381 1.09616 -8.46400 -0.194 0.027 0.341
H -1.23016 0.66653 -6.83133 0.021 0.069 -0.397
H -2.02905 1.91215 -7.80640 0.161 -0.194 -0.011
C -2.34027 -0.45079 -9.77649 -0.268 0.437 0.943
C -1.42507 0.15653 -10.78881 0.336 0.037 -0.496
H -3.03257 -1.20027 -10.15965 0.106 0.180 0.216
H -0.40346 0.29210 -10.39863 -0.349 0.037 -0.186
H -1.79412 1.13176 -11.15068 0.158 -0.239 0.206
H -1.36579 -0.49264 -11.67384 0.085 0.169 0.221
Zn -0.21791 -0.88864 -0.36422 1.221 0.762 0.505
Cl -0.74776 0.84627 -1.58438 -0.538 0.002 -0.214
C -2.95659 -1.52143 -0.65224 1.281 -0.723 0.185
O -1.84104 -2.08494 -0.42904 -2.002 0.527 -0.398
N -4.08438 -2.21022 -0.82250 -0.084 -0.136 -0.315
C -4.04691 -3.67159 -0.82814 0.045 0.128 -0.044
C -5.31862 -1.54696 -1.24661 0.159 0.200 0.020
H -3.03867 -0.42649 -0.73049 0.107 -0.224 0.016
H -3.23774 -3.98444 -0.16343 -0.215 -0.086 -0.166
H -3.85638 -4.05573 -1.84411 -0.033 0.105 0.343
H -5.01527 -4.04882 -0.47823 0.272 0.059 -0.033
H -5.22788 -0.48527 -0.99357 -0.172 -0.199 -0.068
H -6.18019 -1.98136 -0.72429 0.268 0.136 -0.005
H -5.49493 -1.63495 -2.33108 0.184 -0.085 0.396
H 0.15566 -3.00071 4.27237 0.146 -0.031 -0.012
H -0.07274 -0.27513 5.68557 0.052 -0.013 -0.120
C 0.97872 -2.41917 3.83625 0.054 0.129 -0.091
C 0.80592 -0.22370 5.02774 -0.284 0.175 -0.074
N 0.62253 -1.01161 3.81161 0.016 -0.196 0.188
H 1.13137 -2.73101 2.80174 0.131 -0.116 0.250
C 0.04855 -0.51679 2.71686 0.138 0.045 -0.916
O 0.00865 -1.15275 1.63074 -0.370 0.424 1.283
H 1.01111 0.82174 4.77447 -0.043 -0.233 -0.076
H -0.37677 0.48619 2.82743 0.267 -0.024 -0.224
H 1.88138 -2.55436 4.43908 -0.105 -0.042 -0.218
H 1.65426 -0.61669 5.59564 -0.052 0.056 -0.279
H 3.74086 0.87976 -3.19311 0.152 -0.242 0.402
H 1.33605 -0.62836 -3.62545 0.265 -0.157 0.124
C 4.07527 0.01025 -2.60463 0.058 -0.032 0.015
C 2.12520 -1.34521 -3.34910 -0.093 0.261 0.092
N 2.93142 -0.82124 -2.25304 0.021 -0.343 0.128
H 4.55524 0.35778 -1.68407 -0.198 0.134 -0.283
C 2.61130 -1.07446 -0.99292 -0.576 0.286 -0.108
O 1.57535 -1.74207 -0.69066 0.381 0.029 -0.226
H 1.65929 -2.29102 -3.05019 0.128 0.247 -0.065
H 3.29382 -0.68252 -0.22399 -0.303 -0.082 -0.125
H 4.78099 -0.60135 -3.18895 -0.099 0.202 0.070
H 2.78962 -1.49986 -4.20702 -0.171 -0.023 0.131
O -2.45230 -1.56731 -6.67090 -0.197 -0.283 -0.064
C -3.31261 -0.78169 -7.49420 0.268 -0.345 0.457
C -4.26563 -2.84515 -8.70649 -0.430 0.118 -0.056
C -4.43913 -1.56730 -8.15978 0.166 0.284 0.047
H -3.30452 -3.35874 -8.60954 -0.344 0.209 0.045
C -5.32638 -3.43801 -9.41137 0.090 0.114 0.188
H -3.75713 -0.00459 -6.85121 -0.143 -0.082 -0.191
C -5.65355 -0.89159 -8.32374 0.123 -0.324 -0.198
H -5.20241 -4.43906 -9.83863 -0.049 0.400 0.163
C -6.53778 -2.75717 -9.57268 -0.023 0.123 0.050
C -6.69803 -1.47229 -9.03714 0.152 -0.232 0.047
H -5.74852 0.11309 -7.91172 -0.060 -0.213 -0.075
H -7.36912 -3.22075 -10.11412 0.377 0.137 0.173
H -7.63005 -0.92075 -9.16669 0.199 -0.231 0.001
Si -2.57033 -2.40354 -5.22539 0.010 0.247 -0.629
Cl 2.74771 2.82575 -0.96355 3.402 5.216 -3.723
C -1.92851 -4.11187 -5.63485 0.035 -0.051 0.090
C -4.37010 -2.55819 -4.72304 -0.170 -0.002 -0.001
C -1.52312 -1.51851 -3.97563 0.051 -0.030 0.100
H -2.51026 -4.53268 -6.46573 0.122 0.043 0.155
H -2.01760 -4.78782 -4.77404 0.074 0.073 -0.154
H -0.87384 -4.06433 -5.93522 -0.200 -0.054 0.052
H -0.54051 -1.26468 -4.40312 -0.336 -0.147 0.082
H -1.34225 -2.13074 -3.07875 -0.016 0.117 -0.201
H -1.95637 -0.57084 -3.62732 0.072 -0.208 -0.099
H -4.96534 -2.91499 -5.57474 0.097 0.043 0.161
H -4.79016 -1.59804 -4.40077 0.058 -0.113 -0.063
H -4.49061 -3.28210 -3.90494 0.017 0.162 -0.141
O 1.25257 1.99346 1.99135 -0.176 1.356 1.683
N 2.05250 1.35549 1.33117 -3.060 -2.525 -7.027
O 2.94306 0.61663 1.70891 2.118 -0.316 1.602
O 1.88133 1.40468 -0.13583 -2.211 -4.512 7.574
```
Positions in Å, forces in eV/Å.

ΔE to the lowest compared entry with this formula, charge and spin	47.3	kcal per mole
DFT total energy	-126179.7157	eV
net charge	-1
HOMO-LUMO gap (spin up / spin down)	1.72 / 1.79	eV

Results of the Mulliken charge analysis, in e, for atoms 1 through 5: C -1.371; C 0.242; H 0.390; H 0.215; H 0.267